(1)
{"formula": "C5H8ClN2", "method": "ωB97M-V/def2-TZVPD", "e_above_lowest_kcal_mol": 68.71, "total_charge": 1, "symbols": ["C", "C", "C", "C", "C", "N", "N", "Cl", "H", "H", "H", "H", "H", "H", "H", "H"], "positions_angstrom": [[-0.613, 0.122, -0.100], [-1.533, 0.377, 0.872], [-1.004, -0.211, -1.437], [-2.929, 0.286, 0.669], [-2.254, -0.289, -1.845], [-3.459, 0.008, -0.472], [2.391, -0.078, 0.454], [-5.095, -0.180, -0.827], [0.459, 0.153, 0.128], [-1.197, 0.649, 1.863], [-0.216, -0.397, -2.165], [-3.598, 0.433, 1.514], [-2.821, -0.473, -2.732], [2.870, -0.543, -0.312], [2.562, -0.643, 1.279], [2.863, 0.807, 0.605]], "forces_ev_per_angstrom": [[-0.527, 0.140, 0.523], [0.670, -0.054, -0.312], [0.120, -0.014, -0.187], [-0.772, 0.038, 0.551], [-2.978, 0.714, 3.479], [3.404, -0.887, -4.090], [0.182, -0.063, -0.002], [0.449, 0.138, 0.348], [-0.170, 0.019, -0.052], [-0.080, -0.051, 0.019], [-0.194, 0.009, -0.059], [-0.070, 0.039, -0.083], [-0.160, -0.074, -0.186], [0.043, 0.074, 0.074], [0.033, 0.012, 0.001], [0.052, -0.039, -0.026]], "lowdin_charge": [-0.0136, -0.0198, -0.0665, -0.1203, 0.1724, -0.4410, 0.0128, 0.7854, 0.0632, 0.1251, 0.1396, 0.1441, 0.1007, 0.0383, 0.0394, 0.0401]}



(2)
{"formula": "C23H68N2O12", "method": "ωB97M-V/def2-TZVPD", "e_above_lowest_kcal_mol": 135.11, "total_charge": 0, "smiles": "COCCNCCOC.COCCNCCOC.CCO.CCO.CCO.CO.CO.CO.CO.CO", "symbols": ["C", "O", "C", "C", "N", "C", "C", "O", "C", "H", "H", "H", "H", "H", "H", "H", "H", "H", "H", "H", "H", "H", "H", "H", "C", "O", "C", "C", "N", "C", "C", "O", "C", "H", "H", "H", "H", "H", "H", "H", "H", "H", "H", "H", "H", "H", "H", "H", "C", "C", "O", "H", "H", "H", "H", "H", "H", "C", "C", "O", "H", "H", "H", "H", "H", "H", "C", "C", "O", "H", "H", "H", "H", "H", "H", "C", "O", "H", "H", "H", "H", "C", "O", "H", "H", "H", "H", "C", "O", "H", "H", "H", "H", "C", "O", "H", "H", "H", "H", "C", "O", "H", "H", "H", "H"], "positions_angstrom": [[-5.432, -17.798, -0.820], [-5.927, -17.968, -2.112], [-4.942, -18.687, -2.968], [-5.379, -18.387, -4.416], [-4.921, -16.990, -4.722], [-5.233, -16.669, -6.058], [-6.805, -16.506, -6.254], [-7.402, -15.400, -5.431], [-8.800, -15.382, -5.441], [-4.504, -17.225, -0.838], [-5.092, -18.766, -0.452], [-6.195, -17.442, -0.128], [-4.986, -19.759, -2.774], [-3.922, -18.351, -2.781], [-6.417, -18.695, -4.541], [-4.840, -19.108, -5.031], [-5.649, -16.398, -4.349], [-4.945, -17.457, -6.754], [-4.622, -15.819, -6.361], [-7.358, -17.398, -5.961], [-7.074, -16.388, -7.304], [-8.973, -16.262, -4.822], [-9.142, -15.510, -6.468], [-9.270, -14.522, -4.964], [-16.694, -21.992, -2.663], [-16.228, -23.035, -3.585], [-14.880, -23.346, -3.353], [-14.241, -23.596, -4.749], [-13.822, -22.325, -5.339], [-13.957, -22.380, -6.766], [-13.207, -21.155, -7.422], [-14.016, -20.087, -7.416], [-13.856, -19.237, -6.291], [-16.265, -21.752, -1.691], [-17.757, -22.179, -2.510], [-16.736, -21.031, -3.177], [-14.916, -24.242, -2.733], [-14.336, -22.521, -2.895], [-14.951, -24.035, -5.450], [-13.378, -24.260, -4.702], [-14.497, -21.668, -4.973], [-15.023, -22.423, -6.987], [-13.420, -23.299, -7.003], [-13.135, -21.419, -8.477], [-12.224, -20.902, -7.024], [-13.016, -18.546, -6.351], [-13.859, -19.758, -5.333], [-14.708, -18.557, -6.308], [-5.155, -21.991, -0.608], [-6.772, -21.810, -0.772], [-7.197, -22.770, -1.784], [-4.790, -23.011, -0.488], [-4.879, -21.455, 0.299], [-4.573, -21.549, -1.417], [-6.980, -20.755, -0.950], [-7.240, -22.271, 0.098], [-8.088, -23.084, -1.614], [-10.514, -23.891, -5.371], [-10.476, -23.326, -3.997], [-11.112, -22.007, -3.879], [-9.610, -24.482, -5.522], [-10.439, -23.030, -6.035], [-11.394, -24.493, -5.596], [-9.501, -23.302, -3.510], [-10.925, -24.063, -3.330], [-12.001, -22.091, -4.232], [-10.039, -17.433, -9.231], [-9.785, -16.785, -10.589], [-9.119, -15.525, -10.418], [-10.523, -16.703, -8.581], [-9.176, -17.640, -8.597], [-10.641, -18.313, -9.454], [-10.744, -16.554, -11.054], [-9.227, -17.466, -11.232], [-9.429, -14.988, -11.151], [-9.557, -20.321, -1.834], [-10.802, -19.811, -2.334], [-8.886, -19.572, -1.413], [-9.782, -21.000, -1.013], [-9.104, -20.870, -2.660], [-11.121, -20.459, -2.966], [-13.613, -17.648, -2.904], [-13.339, -18.991, -2.607], [-13.611, -17.029, -2.007], [-12.793, -17.326, -3.546], [-14.558, -17.631, -3.447], [-12.441, -18.914, -2.279], [-8.425, -15.529, -1.316], [-9.236, -14.604, -0.666], [-8.678, -15.511, -2.377], [-7.416, -15.142, -1.176], [-8.423, -16.542, -0.913], [-8.594, -14.380, 0.012], [-9.210, -19.415, -5.214], [-8.572, -20.631, -5.476], [-10.210, -19.589, -4.819], [-8.878, -18.788, -4.387], [-9.335, -18.715, -6.040], [-8.772, -21.203, -4.731], [-5.738, -21.155, -7.378], [-4.374, -21.187, -7.825], [-6.333, -21.638, -8.153], [-5.764, -21.749, -6.464], [-6.049, -20.144, -7.111], [-4.262, -20.555, -8.539]], "forces_ev_per_angstrom": [[0.753, -0.972, 0.149], [0.848, -0.663, -1.186], [-1.967, 0.819, -0.157], [1.862, -0.181, 1.412], [-1.380, -1.495, 0.804], [-1.525, 0.222, -2.190], [-0.353, 1.258, 0.456], [2.890, 0.190, -1.149], [0.364, -1.666, 0.131], [-0.154, 0.710, 0.224], [-0.107, -0.400, 0.402], [0.074, 0.350, -0.288], [-0.215, -0.109, 0.225], [-0.064, 0.323, 0.030], [-0.353, 0.663, 0.054], [0.364, 0.229, -0.347], [0.280, 0.310, 1.772], [0.031, -0.274, -0.074], [-0.564, 0.451, -0.124], [0.365, -0.350, 0.275], [0.125, 0.535, -0.210], [-1.449, -0.260, -0.115], [-0.497, 0.030, -0.004], [0.600, 0.230, -0.109], [-1.746, 0.231, -1.446], [-0.531, 2.111, 1.687], [0.400, -1.013, -1.502], [-0.023, 0.062, 0.650], [-0.039, 0.090, 1.886], [2.167, 0.839, 0.128], [-0.552, -3.022, -0.871], [-1.348, 3.055, 0.658], [-0.984, 0.728, -0.106], [0.796, -1.050, -0.093], [0.018, -0.387, 0.236], [0.504, 0.120, -0.353], [0.773, -0.061, 0.176], [0.056, -0.045, 0.313], [-0.428, -0.495, 0.398], [0.039, -0.149, 0.189], [-0.019, 0.463, -0.009], [0.067, 0.021, -0.870], [-0.240, -0.133, -0.745], [0.549, -0.157, -0.189], [0.198, -0.575, 0.310], [0.618, -0.411, -0.175], [0.213, -0.048, -0.044], [-0.242, -0.157, 0.095], [-1.665, 0.688, 0.134], [2.396, -2.890, 0.025], [0.475, 0.982, -0.704], [-0.603, -0.143, -0.062], [0.044, 0.108, 0.081], [-0.345, 0.070, -0.182], [-0.374, -0.204, -0.210], [0.153, 1.096, 0.672], [-0.033, 0.273, 0.258], [0.855, 0.502, -0.735], [-0.898, 0.145, 1.666], [1.232, -1.454, 0.152], [-0.123, -0.228, -0.168], [-0.103, -0.184, -0.442], [0.033, 0.167, 0.053], [0.432, 0.791, -0.695], [-0.823, 0.166, 0.292], [-0.791, 0.024, -0.600], [-0.030, 0.753, -0.140], [0.142, 0.438, 0.854], [-0.006, -0.426, -0.199], [-0.817, -0.098, -0.251], [0.500, -0.538, -0.707], [-0.040, -0.095, 0.661], [-0.191, -0.414, -0.070], [0.173, 0.071, -0.151], [0.274, 0.281, 0.057], [-1.088, -0.415, -0.233], [0.884, 1.043, 0.830], [-0.270, 0.403, -0.514], [0.148, -0.343, 0.066], [0.551, -0.001, 0.315], [-0.028, -0.475, -0.132], [0.088, -0.089, -0.616], [-0.202, -0.250, 0.408], [-0.348, 0.169, 0.009], [-0.189, 0.662, -0.316], [-0.003, 0.413, 0.130], [0.467, -0.979, 0.316], [1.026, -0.132, -1.214], [-0.254, 0.205, 1.127], [0.150, -0.368, 0.005], [0.502, -0.446, -0.661], [-0.453, -0.165, 0.016], [-0.954, 0.875, 0.680], [-1.887, 0.951, 1.050], [0.647, 0.286, -0.338], [-0.483, -0.258, -0.484], [1.272, -0.182, 0.198], [0.432, -0.637, -0.578], [-0.004, -0.155, 0.001], [0.904, -0.368, -0.106], [0.066, 0.148, 0.299], [-0.545, 0.280, 0.227], [-0.123, -0.029, -0.106], [-0.276, 0.001, -0.247], [-0.070, 0.006, -0.027]], "lowdin_charge": [-0.1430, -0.2108, -0.1548, -0.1759, -0.0372, -0.2174, -0.1257, -0.2185, -0.1200, 0.0888, 0.0678, 0.0810, 0.0978, 0.1190, 0.0983, 0.1131, 0.0894, 0.1068, 0.1165, 0.0758, 0.1082, 0.0708, 0.0789, 0.0924, -0.0794, -0.1809, -0.2146, -0.1848, -0.0967, -0.1689, -0.2448, -0.1718, -0.0878, 0.0890, 0.0785, 0.0760, 0.1232, 0.1180, 0.1138, 0.0958, 0.0954, 0.1307, 0.1143, 0.1185, 0.1223, 0.0865, 0.0676, 0.0904, -0.0621, -0.2304, -0.1183, 0.0636, 0.0565, 0.0444, 0.0787, 0.1059, 0.0542, -0.0750, -0.2723, -0.1060, 0.0844, 0.0804, 0.0634, 0.0969, 0.1082, 0.0473, -0.0894, -0.3104, -0.0876, 0.0675, 0.0554, 0.0748, 0.1085, 0.1052, 0.0731, -0.1190, -0.1546, 0.0767, 0.0859, 0.0581, 0.0229, -0.1682, -0.1453, 0.0797, 0.0767, 0.0770, 0.0264, -0.1805, -0.1033, 0.0717, 0.0826, 0.0692, 0.0708, -0.1869, -0.0857, 0.0622, 0.0684, 0.0710, 0.0485, -0.1526, -0.1388, 0.0782, 0.0785, 0.0565, 0.0655]}



(3)
{"formula": "C4H7NO3", "method": "ωB97M-V/def2-TZVPD", "e_above_lowest_kcal_mol": 293.06, "total_charge": 0, "symbols": ["O", "C", "N", "C", "C", "O", "C", "O", "H", "H", "H", "H", "H", "H", "H"], "positions_angstrom": [[-1.422, 2.870, -0.295], [-0.864, 0.476, -1.254], [0.556, -1.407, -0.771], [0.027, -0.342, -0.637], [0.724, 0.771, 0.893], [1.177, 0.014, 1.735], [0.725, -2.490, 0.377], [0.834, -3.666, 0.017], [-1.521, 0.138, -2.050], [-0.987, 1.512, -0.911], [1.492, -2.033, 1.055], [1.424, 1.404, 0.327], [-0.272, 1.220, 1.081], [-1.650, 3.802, -0.457], [-0.244, -2.269, 0.889]], "forces_ev_per_angstrom": [[0.273, 0.044, -0.038], [-0.499, 1.218, 0.673], [-0.218, 0.897, 0.786], [-0.890, -1.609, -3.310], [0.761, 2.046, 2.887], [0.065, -0.524, -0.108], [0.806, -1.389, 1.612], [0.081, -0.615, -0.167], [0.508, -0.418, -0.078], [-0.423, 0.899, -0.013], [0.156, 0.299, -0.510], [-0.067, -0.306, -0.747], [-0.210, -0.303, -0.624], [0.057, -0.529, 0.086], [-0.399, 0.290, -0.450]], "lowdin_charge": [-0.3196, 0.2368, 0.2876, -0.2014, -0.2021, 0.0193, -0.3971, -0.0033, 0.1207, -0.0435, 0.1300, 0.1297, 0.1089, -0.0413, 0.1753]}



| no. | DFT total energy (eV) |
| --- | --- |
| 1 | -20807.7130 |
| 2 | -52495.0690 |
| 3 | -11882.5693 |